[1]
The following is a DFT calculation (wB97M-V/def2-TZVPD) of a 2-piece molecular cluster, C27H34N3O overall at a distorted geometry.

The geometry in ORCA input format:
```
! wB97M-V def2-TZVPD RIJCOSX def2/J DEFGRID3
* xyz 1 1
C 0.69856 -1.94226 1.71833
N 1.97799 -2.62295 1.45430
C 2.84523 -2.84914 2.64260
C 3.68033 -4.11540 2.38373
C 2.99715 -4.83495 1.19794
C 1.80025 -3.95198 0.80495
H 0.16225 -1.78292 0.78467
H 0.08335 -2.54346 2.38448
H 0.87919 -0.97481 2.18222
H 3.46605 -1.95930 2.80358
H 2.20058 -2.96508 3.52091
H 4.71264 -3.84529 2.13008
H 3.74024 -4.74939 3.27853
H 3.68903 -4.93598 0.35312
H 2.67880 -5.85326 1.45696
H 0.85427 -4.38137 1.15200
H 1.71792 -3.80705 -0.27882
C -4.82932 3.67016 3.54978
C -4.30891 2.99237 2.33160
C -3.49904 3.67215 1.43601
C -2.99038 3.05507 0.30770
C -2.13468 3.82214 -0.63223
C -3.27895 1.70317 0.07536
N -2.77563 1.04628 -1.10462
C -1.46154 0.77869 -1.46301
C -0.28786 0.92622 -0.60832
C 1.00608 1.01443 -1.22482
C 2.16983 0.77651 -0.56764
C 3.44843 0.59794 -1.20488
C 4.48558 -0.03928 -0.50665
C 5.68816 -0.31710 -1.11141
C 5.90416 0.04255 -2.42758
C 4.90808 0.68956 -3.13525
C 3.69632 0.96400 -2.54130
O -0.40883 0.92804 0.62562
N -1.49941 0.22510 -2.72804
C -0.38887 -0.32541 -3.50474
C -2.82297 0.12088 -3.12365
C -3.60386 0.62056 -2.13913
C -4.10195 1.00446 0.96669
C -4.43810 -0.42112 0.70931
C -4.60316 1.66188 2.07664
H -5.49451 3.01879 4.11638
H -4.01309 3.95978 4.21040
H -5.38739 4.57066 3.29526
H -3.26656 4.70557 1.62172
H -2.02925 3.29781 -1.58229
H -2.55996 4.80666 -0.83084
H -1.13909 3.96355 -0.21210
H 1.03465 1.19351 -2.28005
H 2.11203 0.58354 0.48762
H 4.31223 -0.34683 0.50959
H 6.46239 -0.82631 -0.56183
H 6.84487 -0.18304 -2.90309
H 5.08298 0.98085 -4.15880
H 2.94148 1.48002 -3.10645
H -0.74951 -1.10030 -4.17782
H 0.08097 0.45858 -4.09766
H 0.35357 -0.77226 -2.84492
H -3.16162 -0.29295 -4.05721
H -4.68015 0.66353 -2.12967
H -4.89182 -0.89279 1.58193
H -5.13813 -0.50847 -0.12239
H -3.53874 -0.98150 0.45349
H -5.23238 1.12696 2.76374
*
```

Values from the calculation:
* DFT total energy: -35062.0673 eV
* energy above the lowest of the compared OMol25 structures with the same formula, charge and spin: 43.31 kJ/mol
* orbital gap: 0.2224 Ha
* HOMO: -10.27 eV

Here are the Löwdin charges for atoms 1 to 5, given in e: number 1, C, carries -0.1039; number 2, N, carries -0.2220; number 3, C, carries -0.1898; number 4, C, carries -0.1613; number 5, C, carries -0.1628

---

[2]
The following is a DFT calculation (wB97M-V/def2-TZVPD) of a 2-piece molecular cluster, C27H34N4O5 overall at a distorted geometry.

The geometry in ORCA input format:
```
! wB97M-V def2-TZVPD RIJCOSX def2/J DEFGRID3
* xyz 0 1
C -0.96225 4.31862 6.14724
O -0.20648 3.33679 5.41182
C -0.25984 3.28053 4.05740
C 0.54243 2.27911 3.45277
C 0.41183 2.02679 2.11251
C -0.51902 2.73089 1.31402
C -0.70712 2.27425 -0.03973
C -1.85822 2.37765 -0.77154
C -1.85231 1.99459 -2.20186
O -0.90191 1.48366 -2.75720
O -3.02221 2.15849 -2.90394
C -4.11586 2.85053 -2.26306
C -3.89590 4.35007 -2.23611
C -5.39335 2.48375 -3.02513
O -4.28660 2.32015 -0.92729
C -3.18449 2.26831 -0.11272
O -3.33986 2.03388 1.06618
C -1.22853 3.80881 1.90438
C -1.08741 4.10508 3.25001
H -0.64582 4.16590 7.18148
H -0.71820 5.33943 5.82041
H -2.04222 4.14478 6.05317
H 1.20888 1.70734 4.09423
H 0.97137 1.22451 1.63263
H 0.12118 1.73743 -0.49632
H -2.99029 4.62541 -1.68749
H -3.81691 4.71494 -3.26532
H -4.76359 4.82552 -1.76558
H -5.52994 1.39926 -3.00174
H -6.25122 2.96877 -2.54817
H -5.30965 2.81872 -4.06320
H -1.90559 4.40382 1.29038
H -1.64224 4.93469 3.68963
C 5.63519 -0.26440 -0.25465
C 4.99187 -1.17055 0.77915
N 4.05533 -2.13797 0.18242
C 4.42857 -3.51897 0.34872
C 3.73179 -4.43740 -0.62714
N 2.34493 -4.08233 -0.81804
C 1.45479 -5.16575 -1.16086
C 0.27501 -4.69224 -1.97683
N -0.27003 -3.44214 -1.50979
C -1.61997 -3.13765 -2.01530
C -2.66568 -3.10214 -0.91588
C 0.53975 -2.48611 -0.96415
C 0.12723 -1.14833 -0.74811
N 0.96349 -0.24165 -0.24942
C 2.23632 -0.50814 0.03418
C 2.77084 -1.80509 -0.14773
C 1.89242 -2.81257 -0.64418
H 6.29444 0.45331 0.23895
H 6.24228 -0.85317 -0.94992
H 4.88588 0.29040 -0.82368
H 5.76692 -1.76755 1.27268
H 4.47724 -0.57553 1.54543
H 5.51260 -3.59159 0.20547
H 4.19532 -3.86071 1.37276
H 4.25992 -4.42527 -1.59745
H 3.76246 -5.46368 -0.24620
H 2.02858 -5.89670 -1.73984
H 1.10234 -5.66869 -0.24215
H 0.59421 -4.60038 -3.03003
H -0.51971 -5.44654 -1.93185
H -1.60692 -2.18684 -2.56446
H -1.86411 -3.93893 -2.72314
H -3.65065 -2.91016 -1.34867
H -2.70794 -4.06680 -0.39914
H -2.45137 -2.31738 -0.18660
H -0.88392 -0.81888 -1.00876
H 2.85190 0.30603 0.43237
*
```

Values from the calculation:
* DFT total energy: -44748.0367 eV
* energy above the lowest of the compared OMol25 structures with the same formula, charge and spin: 190.04 kJ/mol
* SMILES: COc1ccc(C=C2C(=O)OC(C)(C)OC2=O)cc1.CCN1CCN2CCN(CC)c3cncc1c32
* orbital gap: 0.2422 Ha
* HOMO: -6.76 eV

Here are the Löwdin charges for atoms 1 to 5, given in e: number 1, C, carries -0.0603; number 2, O, carries -0.0893; number 3, C, carries -0.2524; number 4, C, carries 0.0060; number 5, C, carries -0.0082

---

[3]
The following is a DFT calculation (wB97M-V/def2-TZVPD) of C27H35BF4N4P2Ti as an isolated structure at a distorted geometry.

The geometry in ORCA input format:
```
! wB97M-V def2-TZVPD RIJCOSX def2/J DEFGRID3
* xyz 0 3
Ti -1.47774 -1.13249 -1.38202
C -0.60004 -1.32727 -3.24010
C -0.13826 -0.11908 -2.69857
C -0.66418 1.25467 -3.12898
C -2.20463 1.39883 -2.99277
C -2.76998 0.45315 -1.94655
C -3.32431 -0.82491 -2.10234
C -3.08501 -1.79120 -3.24302
C -1.82984 -1.47139 -4.10357
C -1.92657 -2.76365 -0.07904
H 0.09031 -2.17279 -3.22305
H 0.84762 -0.09885 -2.21069
H -0.35281 1.52244 -4.15972
H -0.18712 2.03959 -2.50659
H -2.39997 2.43927 -2.67170
H -2.71877 1.37088 -3.97309
H -3.06291 0.98521 -1.03879
H -4.04326 -1.17116 -1.34784
H -3.99797 -1.86575 -3.85711
H -2.95986 -2.82237 -2.84391
H -1.66779 -2.32298 -4.77905
H -2.01486 -0.64723 -4.81173
H -1.36767 -3.71583 -0.12325
H -3.01005 -2.93014 -0.24155
H -1.86134 -2.37698 0.96552
P -0.49458 2.18381 0.86541
P 2.52264 -0.09562 1.01907
N -2.69520 2.19250 1.36939
N -0.24864 2.03456 2.50985
N 2.21475 -1.43029 -0.40527
N 4.20097 -0.28000 0.87705
C 1.29698 2.45936 0.39288
C 2.25551 1.33189 -0.08227
C -3.65820 1.21830 1.24273
C -4.93407 1.80767 1.24363
C -4.72679 3.20851 1.36458
C -3.33665 3.40976 1.44602
C -1.01987 1.22810 3.37883
C -1.15192 1.86886 4.58583
C -0.51417 3.15444 4.46455
C -0.01350 3.25462 3.19430
C 1.39539 -2.55385 -0.27966
C 1.59052 -3.40277 -1.37614
C 2.58580 -2.79375 -2.19203
C 2.94159 -1.59929 -1.57451
C 5.03363 0.13741 -0.17124
C 6.26351 -0.49791 -0.06759
C 6.19283 -1.36972 1.07724
C 4.91860 -1.24481 1.61759
H 1.75255 3.12238 1.14872
H 1.09874 3.06379 -0.52561
H 1.90360 0.94240 -1.04661
H 3.20216 1.84862 -0.28172
H -3.44029 0.15805 1.14400
H -5.87609 1.28670 1.14370
H -5.45949 4.00244 1.37598
H -2.74991 4.32487 1.53716
H -1.35240 0.25715 3.05769
H -1.67867 1.50398 5.45499
H -0.46494 3.93785 5.20283
H 0.52184 4.02805 2.66933
H 0.91771 -2.76757 0.65984
H 1.08687 -4.34534 -1.51264
H 2.98857 -3.20481 -3.09759
H 3.72641 -0.94900 -1.89599
H 4.70163 0.85301 -0.90353
H 7.10669 -0.37376 -0.74109
H 6.98913 -2.00354 1.45707
H 4.47588 -1.71496 2.48479
F -0.79363 -0.06009 0.00353
B 1.86078 -2.51181 4.98045
F 2.28083 -3.13324 3.86067
F 2.73586 -2.25003 5.96402
F 0.57402 -2.14691 5.09929
*
```

Values from the calculation:
* DFT total energy: -87763.5450 eV
* energy above the lowest of the compared OMol25 structures with the same formula, charge and spin: 526.47 kJ/mol
* orbital gap (alpha / beta): 0.1930 / 0.1942 Ha
* HOMO (alpha / beta): -6.80 / -6.81 eV

Here are the Löwdin charges for atoms 1 to 5, given in e: number 1, Ti, carries 0.8981; number 2, C, carries -0.2429; number 3, C, carries -0.2149; number 4, C, carries -0.1650; number 5, C, carries -0.1628

---

Among the records above, which one has the lowest DFT total energy? C27H35BF4N4P2Ti

---

What is the DFT total energy in the first record? -35062.0673 eV

---

Number 2 is which compound? C27H34N4O5